No. 1
The following is a quantum chemistry calculation of a molecular structure, C41H42N2O4P2PtS2Te, from OMol25.

Values from the calculation:
Gap between HOMO and LUMO (eV): 4.55
Energy (eV): -105160.9626
LUMO (hartree): -0.0618

Geometry as ORCA input:
```
! RIJCOSX wB97M-V def2-TZVPD def2/J DEFGRID3
* xyz 0 1
C -0.769 5.678 0.755
C 7.100 -0.376 4.504
H 1.309 -0.579 -4.253
C 7.961 -0.680 3.461
C -0.195 3.481 -0.009
C -0.449 -5.223 -2.643
H -5.010 -1.394 2.772
C -2.356 2.110 -2.433
C -0.845 -0.446 -4.172
O -0.891 -0.741 -2.767
N 4.445 -1.551 0.422
C 4.735 -2.971 0.656
H 5.758 -3.062 1.013
H 0.343 -3.527 3.434
C -3.197 2.467 -3.474
C 3.782 -3.517 1.667
C 5.606 -0.654 0.480
Te -3.949 -1.982 -3.340
H 9.011 -0.855 3.659
C 0.782 -5.083 4.854
C -4.566 2.258 -3.367
C 0.815 -4.492 3.601
S 2.855 0.436 -0.131
H -2.781 2.915 -4.369
H 0.695 1.027 -3.829
H 1.360 -6.779 6.039
H -0.532 6.728 0.874
C 2.007 -6.969 4.003
C 0.679 2.523 -0.761
H -1.288 2.266 -2.536
C 5.752 -0.149 4.243
H -2.425 1.260 4.922
C -0.801 -3.814 -3.055
C -1.986 5.180 1.221
C 6.133 -0.547 1.895
P -2.000 -1.684 -2.051
H 2.524 -6.883 1.918
O -1.191 -3.081 -1.889
C 0.517 0.148 -4.455
Pt 0.504 0.602 -0.235
H 2.466 -7.938 4.154
C -2.873 1.536 -1.269
H 5.075 0.095 5.052
H -3.840 -0.841 0.675
C 0.124 4.831 0.123
H -1.644 0.253 -4.417
C -2.539 0.601 1.588
H -0.164 -5.812 -3.517
H -6.151 1.539 -2.117
H -1.626 -3.818 -3.769
H 6.376 -1.055 -0.179
H 0.572 0.444 -5.505
N 2.413 -3.291 1.205
C -3.566 -0.342 1.593
H 0.279 -4.582 5.673
H 7.474 -0.312 5.517
C -4.206 -0.668 2.782
C 3.191 -1.116 0.362
C -5.085 1.704 -2.210
C -2.754 0.814 3.990
H -4.676 0.924 -0.268
H 4.222 -0.041 2.745
O 1.438 2.894 -1.632
C -2.115 1.146 2.804
H -3.253 3.464 1.430
H 5.316 0.318 0.094
H -5.222 2.513 -4.190
C 2.041 -6.373 2.746
C -3.819 -0.076 3.977
C -1.389 2.971 0.479
C 2.070 -2.090 0.717
H 3.938 -3.022 2.628
P -1.685 1.168 0.080
H 0.057 -3.317 -3.519
H 3.938 -4.583 1.814
H -1.303 -5.697 -2.159
H 8.154 -1.012 1.348
C 1.451 -5.132 2.538
C 1.510 -4.456 1.189
H -1.282 1.837 2.820
H 4.643 -3.517 -0.285
H 0.386 -5.220 -1.939
H 0.524 -4.109 0.902
C -2.300 3.838 1.075
H 1.071 5.192 -0.260
H -4.337 -0.318 4.898
C 7.477 -0.769 2.161
H -2.693 5.848 1.697
C 5.272 -0.231 2.945
C 1.383 -6.321 5.058
O -2.135 -1.136 -0.651
C -4.246 1.346 -1.164
S 0.488 -1.650 0.613
H 1.867 -5.154 0.430
H -1.017 -1.348 -4.759
*
```

No. 2
The following is a quantum chemistry calculation of a molecular structure, C41H42N5P2SiTa, from OMol25.

Values from the calculation:
Gap between HOMO and LUMO (eV): 6.11
Energy (eV): -78620.8962
LUMO (hartree): -0.4666

Geometry as ORCA input:
```
! RIJCOSX wB97M-V def2-TZVPD def2/J DEFGRID3
* xyz 4 1
H 0.039 0.689 -2.637
H -1.858 2.131 -1.251
H 3.463 -5.573 -0.881
H 1.496 -0.329 4.927
N -1.085 -2.318 -2.921
N -0.284 -0.205 -2.276
H 1.907 -1.873 -2.341
P 2.019 -0.167 0.081
H 0.589 5.549 -0.506
C 3.301 3.117 -1.866
C -3.775 1.151 0.568
H -4.116 -0.987 0.676
C -3.143 1.203 3.893
C 3.747 0.848 1.997
H 4.747 3.293 -3.442
C -6.372 1.307 -0.369
H 0.054 0.574 -6.018
H 0.788 4.922 1.870
H 3.995 -0.688 -2.083
H -0.705 -1.480 5.267
H 4.383 1.179 1.186
H -1.090 -1.131 -6.522
P -2.165 0.991 1.326
H -0.612 4.095 -2.097
C -0.027 0.558 -4.937
C -4.327 2.400 0.273
H -1.671 -4.725 -2.517
C 1.683 -0.213 2.780
H -1.771 -4.650 -0.809
H -0.314 2.873 2.717
H -3.763 3.312 0.427
C 3.157 -4.550 -0.699
C -3.181 0.833 5.229
H 3.651 0.740 5.379
C 2.628 2.249 -1.023
H 2.526 -4.223 -2.724
C 4.446 1.248 -2.875
C 4.147 1.028 3.314
C -1.359 -0.715 4.862
C 0.051 -2.920 2.588
H -3.911 1.278 5.891
H -1.273 -2.917 -3.711
H -0.967 -3.318 2.531
C -5.629 2.470 -0.195
H 3.155 -2.227 1.758
H 5.177 0.867 -3.575
C 3.772 0.370 -2.037
H -2.124 -1.953 -5.372
C -0.362 3.127 1.665
Ta -0.536 -0.264 -0.151
C -0.532 3.807 -1.057
H -7.391 1.372 -0.727
N -1.126 -2.194 -0.562
C 0.144 4.625 -0.159
C -1.174 2.665 -0.591
C 2.111 -0.016 4.091
H 1.968 2.637 -0.257
H 0.976 0.681 -4.522
C 3.348 -3.982 0.552
C 2.245 -2.477 -1.512
Si 0.051 -1.058 2.396
C 2.978 -2.664 0.782
C -1.264 -2.891 -1.696
H 5.096 1.501 3.528
C -2.297 -0.129 5.706
H 3.148 4.185 -1.786
C 2.613 -3.792 -1.734
H -2.349 -0.434 6.743
C -1.276 -0.344 3.521
H -0.680 1.378 -4.631
C 0.251 4.276 1.187
H -6.073 3.434 -0.409
C -2.187 0.617 3.064
N -0.597 -0.739 -4.529
H -1.220 -2.770 0.271
C -1.094 -1.659 -5.575
C 2.853 0.874 -1.116
H 3.806 -4.559 1.346
H -6.417 -0.832 -0.192
C 2.411 -1.904 -0.244
N -1.585 -4.169 -1.677
C 2.523 0.234 1.747
H -0.440 -2.527 -5.675
C -1.129 2.354 0.786
C -0.644 -1.037 -3.248
C -4.525 -0.020 0.399
C 3.333 0.596 4.354
H -3.859 1.920 3.508
C -5.824 0.064 -0.072
H 0.689 -3.408 1.847
C 4.207 2.614 -2.795
H 0.432 -3.207 3.572
*
```

No. 3
The following is a quantum chemistry calculation of a molecular structure, C41H42N8O6PS2Sc, from OMol25.

Values from the calculation:
Gap between HOMO and LUMO (eV): 6.37
Energy (eV): -119074.4961
LUMO (hartree): -0.0080

Geometry as ORCA input:
```
! RIJCOSX wB97M-V def2-TZVPD def2/J DEFGRID3
* xyz 0 1
H 6.986 -2.062 1.239
H -3.189 4.084 2.798
H 1.746 0.956 3.642
C -1.423 3.511 3.919
H 2.483 2.073 -4.756
C 0.234 5.718 1.046
C -0.308 2.709 3.908
N -2.389 0.975 -0.838
C 0.322 6.648 -1.279
H 1.294 5.488 1.019
H 2.291 -4.855 -0.792
C -0.074 1.863 2.810
H 4.902 -0.733 1.519
C 4.771 -4.216 -0.139
H -2.554 -6.692 2.761
H -4.819 -4.547 -0.168
C 6.038 -2.452 0.898
C 1.066 0.992 2.793
C 1.927 3.630 -3.386
H 3.148 4.498 -4.928
C 2.345 2.196 -3.679
C -3.299 0.026 -0.612
N -1.860 -0.901 1.033
H 0.306 -3.764 -0.304
N -3.655 -2.222 0.209
C -2.717 2.002 -1.612
O -0.437 -0.728 -1.492
C -2.346 -3.436 1.854
H 0.106 6.722 1.459
H 0.665 3.924 -5.096
Sc -0.082 0.576 -0.062
H -2.386 5.328 0.422
H 0.245 4.947 -3.719
H -0.245 4.999 1.707
C -3.345 -3.419 0.887
H 1.587 1.491 -3.351
C 2.350 -1.266 -2.251
C -3.976 2.140 -2.183
N 2.379 -0.524 1.783
H -4.321 -6.654 1.021
C 2.987 4.610 -3.855
H 2.680 5.637 -3.659
C -2.871 -1.098 0.276
C -3.767 -5.757 1.261
N -0.927 1.831 1.763
C 1.209 -1.895 -2.773
H -2.025 7.036 0.145
C -2.000 2.624 1.788
H -1.612 4.164 4.760
N 1.296 0.222 1.764
C 3.597 -1.583 -2.800
H -5.927 1.252 -2.341
C -1.884 6.027 -0.243
H 6.881 -4.287 0.159
C 3.612 -3.459 0.029
O 0.146 2.040 -1.470
C 1.364 -2.805 -3.816
H -1.940 2.739 -1.766
C 3.732 -2.489 -3.834
H -2.344 5.970 -1.228
C -2.299 3.473 2.838
C 3.661 -2.197 0.615
H 2.688 -3.815 -5.162
O -0.392 4.362 -0.913
C 1.234 -3.256 -0.064
H -1.289 -4.640 3.267
C -0.214 -1.726 -2.264
C 5.979 -3.705 0.291
O 1.883 3.847 -1.943
C -2.068 -4.622 2.518
H 4.711 -5.194 -0.599
H -4.154 -2.343 -0.657
N 2.368 -3.954 -0.353
H -0.170 3.220 -3.708
H 0.395 2.716 4.727
H -2.646 2.572 0.924
C -4.930 1.173 -1.930
C 2.407 -1.385 0.684
H -0.134 6.624 -2.267
C 4.886 -1.709 1.058
H 1.377 6.391 -1.370
C -2.781 -5.780 2.231
P 0.813 3.306 -0.911
C -4.047 -4.575 0.590
H 4.473 -1.106 -2.384
C 0.577 3.951 -4.007
O 1.404 3.075 0.429
C 2.603 -3.107 -4.350
H -4.186 2.998 -2.804
H 3.928 4.421 -3.343
S 2.452 -0.140 -0.886
H 3.285 1.962 -3.182
H 4.714 -2.710 -4.228
S -1.411 -1.998 2.255
O -1.080 -2.523 -2.604
H 0.468 -3.280 -4.189
H -5.325 -0.658 -0.885
H 0.246 7.666 -0.893
N 1.191 -2.094 0.452
C -0.398 5.696 -0.333
C -4.589 0.094 -1.129
*
```

Listing ΔE to the lowest compared entry with this formula, charge and spin for the structures above in their given order: 0.0, 14.0, 22.1 kcal per mole.